No. 1
{
  "formula": "C3H4N2S2",
  "method": "ωB97M-V/def2-TZVPD",
  "symbols": ["C", "C", "C", "N", "N", "S", "S", "H", "H", "H", "H"],
  "positions_angstrom": [[-3.668, -0.696, -0.378], [0.859, 0.031, 0.592], [0.464, 1.278, 0.508], [-1.489, 0.089, -1.097], [-2.719, -0.535, -1.274], [-4.330, 0.044, 0.833], [-1.077, 1.525, -0.404], [1.862, -0.216, 1.080], [0.359, -0.791, 0.027], [0.982, 2.134, 0.789], [-2.372, -1.167, -1.965]],
  "mol_weight_da": 132.213,
  "largest_force_ev_per_a": 3.624,
  "charge": 0,
  "homo_ev": [-8.193, -7.664],
  "lumo_ev": [-0.53, -1.21],
  "gap_ev": [7.7, 6.5]
}

No. 2
{
  "formula": "C21H33AsCrN4O7P2S",
  "method": "ωB97M-V/def2-TZVPD",
  "symbols": ["Cr", "S", "C", "N", "N", "C", "C", "C", "C", "C", "C", "N", "N", "C", "C", "C", "C", "C", "C", "H", "H", "H", "H", "H", "H", "H", "H", "H", "H", "H", "C", "C", "O", "P", "O", "O", "O", "P", "O", "O", "O", "H", "H", "H", "H", "H", "H", "H", "C", "C", "As", "C", "C", "C", "C", "H", "H", "H", "H", "H", "H", "H", "H", "H", "H", "H", "H", "H", "H", "H"],
  "positions_angstrom": [[-0.422, 1.337, -0.231], [-2.272, -0.152, 0.226], [-1.824, -1.321, -0.998], [-2.307, -2.562, -0.872], [-3.092, -2.802, 0.131], [-3.436, -4.106, 0.493], [-2.914, -5.178, -0.295], [-3.306, -6.472, -0.016], [-4.169, -6.720, 1.072], [-4.606, -5.685, 1.891], [-4.264, -4.378, 1.612], [-1.026, -1.005, -2.008], [-0.262, 0.090, -1.959], [0.362, 0.400, -3.181], [-0.222, 0.054, -4.419], [0.543, 0.149, -5.597], [1.849, 0.640, -5.605], [2.381, 1.021, -4.382], [1.646, 0.959, -3.198], [-3.570, -2.009, 0.599], [-2.265, -4.922, -1.145], [-2.944, -7.316, -0.626], [-4.499, -7.756, 1.263], [-5.246, -5.882, 2.770], [-4.612, -3.561, 2.241], [-1.234, -0.366, -4.416], [0.067, -0.194, -6.526], [2.424, 0.686, -6.544], [3.396, 1.405, -4.339], [2.094, 1.312, -2.267], [-0.302, 6.055, 0.867], [0.205, 4.620, 0.887], [1.280, 4.505, 1.901], [0.849, 4.192, -0.755], [-0.215, 4.731, -1.816], [2.082, 5.147, -1.088], [1.104, 2.712, -0.876], [-1.259, 3.494, 1.050], [-2.352, 4.314, 1.917], [-1.828, 3.181, -0.360], [-0.732, 2.228, 1.708], [0.525, 6.731, 0.654], [-0.675, 6.325, 1.865], [-1.094, 6.276, 0.157], [0.820, 4.493, 2.759], [-1.042, 4.177, -1.578], [2.936, 4.641, -1.071], [-3.021, 3.714, 2.305], [2.771, -1.753, -0.877], [1.959, -1.890, 0.387], [1.160, -0.178, 1.058], [0.309, -0.752, 2.751], [1.048, -1.610, 3.778], [2.701, 0.996, 1.528], [3.649, 0.466, 2.588], [3.301, -2.674, -1.145], [3.496, -0.937, -0.772], [2.141, -1.455, -1.722], [2.515, -2.267, 1.252], [1.115, -2.590, 0.256], [-0.583, -1.276, 2.402], [-0.078, 0.168, 3.200], [1.446, -2.533, 3.323], [0.443, -1.930, 4.614], [1.917, -1.061, 4.168], [2.294, 1.963, 1.816], [3.178, 1.158, 0.556], [3.152, 0.487, 3.568], [4.564, 1.049, 2.643], [3.949, -0.582, 2.424]],
  "mol_weight_da": 674.449,
  "largest_force_ev_per_a": 3.001,
  "charge": 1,
  "homo_ev": [-10.268, -10.269],
  "spin_multiplicity": 4,
  "lumo_ev": [-4.09, -4.07],
  "gap_ev": [6.2, 6.2]
}

No. 3
{
  "formula": "C7H11FN2",
  "method": "ωB97M-V/def2-TZVPD",
  "symbols": ["C", "C", "C", "C", "C", "C", "C", "N", "N", "F", "H", "H", "H", "H", "H", "H", "H", "H", "H", "H", "H"],
  "positions_angstrom": [[0.589, 2.084, -0.879], [-0.657, 1.734, -0.863], [1.480, -0.107, -1.538], [1.727, 1.071, -0.674], [-0.604, -0.499, -0.669], [-1.501, -0.138, 1.518], [-0.019, -1.999, 1.101], [0.387, -0.765, -1.556], [-0.414, -0.649, 0.705], [-1.831, -0.902, -1.135], [0.938, 3.100, -1.026], [-1.626, 2.143, -0.999], [2.202, -0.374, -2.297], [2.689, 1.529, -0.889], [1.684, 0.776, 0.376], [-1.698, 0.893, 1.228], [-2.423, -0.722, 1.409], [-1.191, -0.162, 2.562], [0.325, -1.964, 2.134], [-0.850, -2.710, 1.029], [0.794, -2.338, 0.462]],
  "mol_weight_da": 142.177,
  "largest_force_ev_per_a": 4.478,
  "charge": 0,
  "homo_ev": [-8.174, -8.174],
  "lumo_ev": [0.67, 0.67],
  "gap_ev": [8.8, 8.8]
}

No. 4
{
  "formula": "C6H14O3Sn",
  "method": "ωB97M-V/def2-TZVPD",
  "symbols": ["H", "C", "O", "C", "C", "O", "C", "C", "O", "C", "H", "H", "H", "H", "H", "H", "H", "H", "H", "H", "H", "H", "H", "Sn"],
  "positions_angstrom": [[0.387, 2.246, 0.842], [0.897, -0.224, -3.019], [-0.516, -0.127, -3.303], [-1.341, -1.001, -2.586], [-1.744, -0.448, -1.233], [-0.612, -0.258, -0.361], [-0.068, 2.150, 1.837], [0.331, 0.917, 2.498], [1.134, 0.136, 1.925], [1.726, -0.994, 2.613], [1.306, -1.015, -3.677], [1.332, 0.710, -3.408], [-0.904, -2.011, -2.499], [-2.272, -1.125, -3.159], [-2.465, -1.124, -0.758], [-2.192, 0.547, -1.361], [-1.168, 2.107, 1.749], [-0.885, 0.050, 0.546], [0.115, 0.744, 3.562], [0.147, 2.993, 2.510], [2.793, -0.955, 2.381], [1.539, -0.913, 3.690], [1.267, -1.891, 2.188], [1.193, -0.514, -0.975]],
  "mol_weight_da": 252.886,
  "largest_force_ev_per_a": 5.853,
  "charge": 2,
  "homo_ev": -15.742,
  "lumo_ev": -9.40,
  "gap_ev": 6.3
}

No. 5
{
  "formula": "C12H27N5OPt",
  "method": "ωB97M-V/def2-TZVPD",
  "symbols": ["Pt", "C", "C", "N", "C", "C", "N", "C", "C", "N", "H", "H", "H", "H", "H", "H", "H", "H", "H", "H", "H", "H", "H", "H", "H", "C", "N", "C", "C", "C", "N", "C", "C", "O", "H", "H", "H", "H", "H", "H", "H", "H", "H", "H", "H", "H"],
  "positions_angstrom": [[0.519, 0.139, -0.688], [2.205, 1.859, -2.636], [0.982, 1.337, -3.358], [0.668, -0.057, -2.942], [1.666, -1.108, -3.327], [2.087, -1.964, -2.142], [2.383, -1.143, -0.940], [3.615, -0.298, -0.971], [3.317, 1.109, -0.488], [2.093, 1.649, -1.151], [2.304, 2.923, -2.856], [3.115, 1.380, -2.989], [1.155, 1.389, -4.438], [0.107, 1.957, -3.153], [-0.257, -0.308, -3.297], [2.521, -0.628, -3.802], [1.223, -1.775, -4.069], [2.965, -2.556, -2.424], [1.304, -2.676, -1.878], [2.396, -1.746, -0.116], [4.031, -0.310, -1.977], [4.372, -0.730, -0.313], [4.177, 1.757, -0.685], [3.157, 1.128, 0.592], [1.851, 2.537, -0.706], [-1.485, 2.142, 1.656], [-2.110, 0.924, 2.154], [-3.041, 1.119, 3.281], [-4.080, 0.030, 3.367], [-3.430, -1.324, 3.219], [-2.415, -1.379, 2.179], [-2.052, -2.702, 1.716], [-1.813, -0.259, 1.624], [-1.007, -0.438, 0.642], [-1.244, 2.793, 2.497], [-2.192, 2.680, 1.016], [-0.584, 1.922, 1.094], [-3.505, 2.101, 3.179], [-2.451, 1.186, 4.205], [-4.856, 0.170, 2.611], [-4.604, 0.086, 4.320], [-4.162, -2.114, 3.031], [-2.948, -1.631, 4.165], [-1.995, -3.385, 2.566], [-1.128, -2.695, 1.156], [-2.854, -3.093, 1.073]],
  "mol_weight_da": 452.460,
  "largest_force_ev_per_a": 0.831,
  "charge": 4,
  "homo_ev": [-23.664, -23.453],
  "spin_multiplicity": 5,
  "lumo_ev": [-13.40, -17.58],
  "gap_ev": [10.3, 5.9]
}

No. 6
{
  "formula": "C14H19Cl4NO2PrS2",
  "method": "ωB97M-V/def2-TZVPD",
  "symbols": ["Pr", "S", "S", "C", "C", "C", "N", "C", "C", "H", "H", "H", "H", "H", "H", "H", "H", "C", "H", "H", "H", "H", "H", "H", "H", "C", "C", "H", "H", "H", "H", "Cl", "C", "C", "Cl", "C", "Cl", "C", "O", "C", "O", "C", "Cl"],
  "positions_angstrom": [[-0.859, -0.190, 0.088], [0.320, 0.701, -2.633], [0.916, -1.291, 2.292], [-1.319, 0.472, -3.396], [1.217, -0.811, -3.100], [0.927, -2.030, -2.240], [1.126, -1.732, -0.793], [1.087, -2.984, 0.012], [1.600, -2.747, 1.424], [2.282, -0.536, -3.105], [0.930, -0.993, -4.139], [1.610, -2.827, -2.570], [-0.099, -2.409, -2.389], [1.710, -3.764, -0.452], [0.055, -3.373, -0.008], [2.691, -2.620, 1.438], [1.368, -3.609, 2.058], [-0.612, -1.950, 3.044], [2.093, -1.384, -0.716], [-1.094, -2.658, 2.347], [-1.274, -1.088, 3.242], [-0.330, -2.458, 3.972], [-2.004, 1.202, -2.934], [-1.657, -0.560, -3.213], [-1.207, 0.651, -4.476], [1.622, 2.188, 0.720], [2.575, 1.358, 0.249], [1.301, 2.183, 1.767], [1.030, 2.850, 0.071], [3.021, 0.574, 0.879], [2.797, 1.283, -0.824], [-4.967, 5.515, 0.913], [-3.932, 4.194, 1.254], [-3.585, 3.857, 2.613], [-4.218, 4.804, 3.899], [-2.734, 2.775, 2.903], [-2.260, 2.359, 4.497], [-2.214, 1.997, 1.838], [-1.348, 1.029, 2.028], [-2.580, 2.365, 0.443], [-2.020, 1.698, -0.539], [-3.425, 3.458, 0.169], [-3.750, 3.798, -1.484]],
  "mol_weight_da": 580.165,
  "largest_force_ev_per_a": 3.249,
  "charge": 1,
  "homo_ev": [-9.568, -9.578],
  "spin_multiplicity": 3,
  "lumo_ev": [-4.33, -4.28],
  "gap_ev": [5.2, 5.3]
}

No. 7
{
  "formula": "C10H9ClN4",
  "method": "ωB97M-V/def2-TZVPD",
  "symbols": ["C", "C", "C", "C", "C", "C", "N", "C", "N", "N", "N", "C", "Cl", "C", "C", "H", "H", "H", "H", "H", "H", "H", "H", "H"],
  "positions_angstrom": [[2.133, 2.941, 2.169], [0.954, 2.047, 1.621], [1.167, 0.743, 1.074], [0.081, 0.163, 0.374], [-0.089, -1.142, -0.305], [-1.378, -1.104, -0.835], [-1.948, 0.125, -0.428], [-1.094, 0.895, 0.316], [-1.163, 2.076, 0.978], [-0.185, 2.720, 1.598], [-3.179, 0.488, -0.968], [-3.977, -0.426, -1.462], [-5.639, 0.091, -1.573], [-3.553, -1.827, -1.492], [-2.089, -2.075, -1.734], [1.933, 3.163, 3.247], [3.110, 2.559, 1.884], [2.097, 3.915, 1.773], [2.162, 0.147, 1.148], [0.654, -1.886, -0.545], [-4.120, -2.457, -2.280], [-3.822, -2.160, -0.491], [-1.728, -3.108, -1.616], [-1.958, -1.910, -2.847]],
  "mol_weight_da": 220.663,
  "largest_force_ev_per_a": 4.277,
  "charge": 0,
  "homo_ev": -8.488,
  "lumo_ev": 0.17,
  "gap_ev": 8.7
}

No. 8
{
  "formula": "C27H26F4N2O12S",
  "method": "ωB97M-V/def2-TZVPD",
  "symbols": ["C", "C", "C", "N", "C", "C", "C", "C", "C", "C", "N", "C", "C", "C", "C", "C", "C", "S", "H", "H", "H", "H", "H", "H", "H", "H", "H", "H", "H", "H", "H", "H", "O", "C", "O", "C", "C", "F", "O", "H", "H", "H", "O", "C", "O", "C", "C", "F", "O", "H", "H", "H", "O", "C", "O", "C", "C", "F", "O", "H", "H", "H", "O", "C", "O", "C", "C", "F", "O", "H", "H", "H"],
  "positions_angstrom": [[-2.540, -0.581, -3.635], [-1.832, -1.814, -4.141], [-2.343, -2.368, -5.443], [-0.839, -2.370, -3.571], [-0.551, -1.884, -2.256], [-1.207, -2.440, -1.173], [-0.970, -1.971, 0.108], [-0.072, -0.931, 0.284], [0.588, -0.375, -0.803], [0.364, -0.842, -2.089], [0.973, -0.308, -3.252], [2.297, 0.175, -3.091], [3.163, 0.065, -4.178], [4.458, 0.549, -4.105], [4.932, 1.133, -2.943], [4.091, 1.253, -1.850], [2.786, 0.783, -1.942], [1.725, 0.976, -0.523], [-1.809, 0.225, -3.540], [-3.025, -0.738, -2.673], [-3.287, -0.243, -4.352], [-1.879, -3.322, -5.670], [-3.431, -2.432, -5.379], [-2.143, -1.617, -6.213], [-1.909, -3.247, -1.326], [-1.478, -2.384, 0.965], [0.119, -0.515, 1.267], [1.028, -1.041, -3.950], [2.849, -0.383, -5.114], [5.090, 0.469, -4.980], [5.948, 1.497, -2.866], [4.396, 1.700, -0.914], [-1.879, -3.765, 2.910], [-1.022, -4.561, 2.714], [-0.306, -4.661, 1.570], [0.711, -5.645, 1.780], [0.126, -6.467, 2.903], [1.086, -6.968, 3.717], [-0.635, -5.509, 3.615], [1.639, -5.151, 2.073], [0.886, -6.222, 0.877], [-0.527, -7.279, 2.578], [2.696, 2.659, 0.836], [2.480, 3.109, 1.907], [3.389, 3.200, 2.914], [2.775, 3.911, 3.990], [1.305, 3.682, 3.719], [0.545, 4.737, 4.114], [1.265, 3.588, 2.310], [3.042, 4.968, 3.928], [3.097, 3.520, 4.951], [0.905, 2.767, 4.158], [1.174, 10.696, 4.169], [1.368, 9.691, 3.579], [0.674, 8.539, 3.760], [1.112, 7.604, 2.770], [2.484, 8.134, 2.424], [2.804, 7.900, 1.129], [2.331, 9.525, 2.621], [0.436, 7.635, 1.914], [1.133, 6.594, 3.166], [3.289, 7.764, 3.063], [-4.339, -2.000, -0.978], [-4.822, -2.934, -0.437], [-6.149, -3.122, -0.235], [-6.323, -4.425, 0.330], [-4.967, -4.683, 0.947], [-4.642, -6.001, 0.917], [-4.103, -3.973, 0.084], [-6.551, -5.139, -0.462], [-7.130, -4.430, 1.058], [-4.849, -4.308, 1.965]],
  "mol_weight_da": 678.566,
  "largest_force_ev_per_a": 2.090,
  "charge": 0,
  "homo_ev": -6.916,
  "lumo_ev": 0.37,
  "gap_ev": 7.3
}

Electronic energy (computed, eV): -27820.846 -161277.957 -13131.568 -18401.674 -25578.964 -106235.246 -28995.534 -77676.160